Entry from the OMol25 dataset: a structure of composition C37H25F2N8O2PdS (the ωB97M-V functional and the def2-TZVPD basis).

Properties
Energy: -74533.4884 eV
Total charge: +1
Kohn-Sham gap: 6.227 eV
LUMO: -4.5 eV
Relative energy (zero: lowest compared OMol25 entry of this formula, charge and spin): 11.6 kcal/mol

Each line ends with the Mulliken charge.
Positions of all 76 atoms, in Å:
1 Pd 0.105 1.329 0.029  -1.8341
2 F -4.354 3.087 -2.402  -0.3255
3 C -3.066 2.762 -2.505  0.3399
4 C -2.379 2.433 -1.345  0.2769
5 C -1.052 2.093 -1.449  1.4645
6 C -0.393 2.106 -2.688  -0.9151
7 C -1.152 2.416 -3.815  0.3845
8 F -0.576 2.383 -5.025  -0.3403
9 C -2.487 2.747 -3.756  -1.1129
10 C 1.035 1.808 -2.704  0.6185
11 C 1.918 2.088 -3.744  -1.1940
12 C 3.268 1.852 -3.573  -0.5303
13 C 3.729 1.341 -2.369  -1.1074
14 C 2.813 1.081 -1.372  -0.3450
15 N 1.505 1.304 -1.544  1.0832
16 H -2.913 2.496 -0.411  0.7349
17 H -3.045 2.981 -4.651  0.5518
18 H 1.545 2.501 -4.666  0.6056
19 H 3.959 2.076 -4.375  0.4433
20 H 4.776 1.141 -2.196  0.5549
21 H 3.119 0.669 -0.422  0.6061
22 N -4.363 -3.293 1.885  -0.5219
23 C -3.942 -1.997 1.987  1.0243
24 C -4.723 -0.951 1.477  -0.7623
25 C -4.276 0.353 1.550  -0.4787
26 C -3.044 0.630 2.128  -0.2673
27 C -2.264 -0.395 2.659  -0.4296
28 C -2.702 -1.697 2.577  -0.7016
29 S -2.529 2.285 2.293  1.3216
30 O -3.407 3.124 1.530  -0.6807
31 O -2.252 2.604 3.656  -0.7142
32 N -1.007 2.199 1.546  0.0885
33 C -0.273 3.343 1.481  0.5414
34 N -0.509 4.500 2.081  -0.5533
35 C 0.388 5.448 1.869  -0.3227
36 C 1.514 5.296 1.048  -0.7959
37 C 1.663 4.087 0.415  -0.3253
38 N 0.780 3.120 0.660  0.6516
39 H -5.316 -3.478 1.631  0.2081
40 H -3.909 -4.000 2.435  0.2002
41 H -5.686 -1.168 1.032  0.3676
42 H -4.884 1.163 1.168  0.5393
43 H -1.315 -0.166 3.128  0.4768
44 H -2.096 -2.499 2.980  0.3146
45 H 0.201 6.394 2.366  0.4744
46 H 2.223 6.096 0.907  0.4331
47 H 2.476 3.867 -0.267  0.4176
48 N 3.895 -8.172 -0.377  -0.4822
49 C 3.447 -7.120 -0.268  -0.1870
50 C 2.887 -5.802 -0.131  0.6006
51 C 3.244 -4.802 -1.031  -0.8655
52 C 2.701 -3.535 -0.898  -0.0096
53 C 1.801 -3.265 0.126  -0.7472
54 C 1.450 -4.266 1.025  0.2598
55 C 1.991 -5.533 0.900  -0.8118
56 C 1.225 -1.896 0.260  0.7518
57 C 1.970 -0.971 0.989  -0.4384
58 C 3.172 -1.207 1.706  -0.5167
59 C 3.464 -0.048 2.391  -1.5145
60 C 2.438 0.867 2.071  -0.5685
61 N 1.557 0.327 1.236  1.5210
62 C -0.035 -1.677 -0.293  -0.1374
63 C -0.900 -2.684 -0.790  -0.8517
64 C -2.109 -2.089 -1.072  -1.8793
65 C -1.956 -0.726 -0.777  -0.5676
66 N -0.734 -0.470 -0.317  1.5060
67 H 3.940 -5.021 -1.829  0.4654
68 H 2.975 -2.753 -1.595  0.5782
69 H 0.756 -4.048 1.827  0.5592
70 H 1.726 -6.316 1.598  0.4733
71 H 3.723 -2.134 1.714  0.6123
72 H 4.293 0.136 3.054  0.4771
73 H 2.322 1.876 2.435  0.5083
74 H -0.644 -3.727 -0.872  0.6273
75 H -3.010 -2.553 -1.435  0.5131
76 H -2.694 0.047 -0.891  0.6588

Forces on the atoms, in the same order (eV/Å):
0.5 0.1 -0.6
0.0 0.0 0.0
0.0 0.0 0.0
0.0 0.2 0.1
0.1 0.0 0.1
0.0 -0.1 0.0
0.0 0.0 0.0
0.0 0.0 0.0
0.0 0.0 0.0
0.0 0.1 0.0
0.0 0.0 -0.1
0.0 0.0 0.0
0.0 0.0 0.0
0.0 -0.2 0.0
-0.4 -0.2 0.3
0.0 0.0 0.1
0.0 0.0 0.0
0.0 0.0 0.0
0.0 0.0 0.0
0.0 0.0 0.0
0.0 0.1 0.0
0.0 0.0 -0.1
0.0 0.1 0.0
0.0 0.0 0.0
0.0 0.0 -0.1
0.0 0.0 0.0
0.0 0.0 0.0
0.0 0.0 0.0
0.1 -0.4 0.2
0.0 0.0 -0.1
0.0 0.0 0.0
0.1 0.3 -0.1
0.1 -0.1 0.1
0.0 0.0 0.0
0.0 0.0 0.0
0.0 0.0 0.0
0.0 0.0 0.0
-0.4 0.0 -0.2
0.0 0.0 0.0
0.0 0.0 0.0
0.0 0.0 0.0
0.0 0.0 0.0
0.0 0.0 0.0
0.0 0.0 0.0
0.0 0.0 0.0
0.0 0.0 0.0
0.0 0.0 0.0
0.0 0.0 0.0
0.0 0.0 0.0
0.0 0.0 0.0
0.0 0.0 0.0
0.0 0.0 0.0
0.0 0.0 0.0
0.0 0.0 0.0
0.0 0.0 0.0
0.0 0.1 0.1
0.0 -0.1 0.0
0.0 0.0 0.0
0.0 0.0 0.0
0.0 0.0 0.0
-0.4 0.2 0.3
0.1 -0.1 -0.1
0.0 0.0 0.0
0.0 0.0 0.0
-0.1 -0.1 -0.1
0.1 0.2 -0.1
0.0 0.0 0.0
0.0 0.0 0.0
0.0 0.0 0.0
0.0 0.0 0.0
0.0 0.0 0.0
0.0 0.0 0.0
0.0 0.0 0.0
0.0 0.0 0.0
0.0 0.0 0.0
0.0 0.1 0.0